Entry from the OMol25 dataset: a molecular structure, C4H6BeF4N2O12S4 (wB97M-V/def2-TZVPD).

Geometry as XYZ:
```
33
C4H6BeF4N2O12S4 | the OMol25 dataset | wB97M-V/def2-TZVPD
Be -0.0382 -0.2891 0.2566
N -1.8205 -0.9463 1.6371
S -2.5802 -0.2045 2.6789
O -3.4712 -0.7558 3.7266
O -2.7755 1.1130 2.1902
F -1.2490 0.0728 3.4758
S -3.1713 -1.8610 1.0815
O -4.2335 -1.1479 0.3902
O -3.5377 -3.0585 1.8859
F -2.3833 -2.5245 -0.1028
N -0.0158 2.0680 0.6755
S 1.1546 3.2563 0.9593
O 0.7123 4.5426 1.4872
O 2.3260 3.1664 0.0473
F 1.6989 2.6607 2.3447
S -0.9095 3.0513 -0.0873
O -0.4966 3.3534 -1.4106
O -1.7804 3.9538 0.6294
F -2.1530 1.9810 -0.4053
C 0.8129 0.3978 -4.1674
C 0.5418 0.1601 -2.6444
O -0.5549 -0.3070 -2.2167
O 1.5078 0.2248 -1.8703
H 1.7678 0.8403 -4.4509
H 0.1539 1.2579 -4.2855
H 0.5326 -0.2240 -5.0176
C 3.4634 -3.3441 0.4029
C 2.1118 -2.4705 0.4744
O 2.1219 -1.3427 1.0536
O 1.0797 -2.8604 0.0452
H 4.3048 -2.9054 -0.1335
H 3.1821 -4.2745 -0.0903
H 3.6981 -3.5839 1.4400
```

Results
Multiplicity ... 2
Total charge ... -3
HOMO energy (alpha / beta) ... 0.127 / -0.009 Ha
Calculated total energy ... -3175.183408 a.u.
Kohn-Sham gap (alpha / beta) ... 3.61 / 7.22 eV
Energy relative to the best compared isomer or geometry (same formula, charge and spin) ... 106.93 kJ/mol

Entry from the OMol25 dataset: a molecular structure, C8H10O5STm (wB97M-V/def2-TZVPD).

Geometry as XYZ:
```
25
C8H10O5STm | the OMol25 dataset | wB97M-V/def2-TZVPD
Tm 1.3228 -0.7744 0.3093
C 2.5188 -1.6754 1.9312
O 3.0794 -2.0421 2.8716
C 1.9391 -3.2039 -0.5166
O 2.2831 -4.2805 -0.7845
C 3.4476 -0.2437 -1.0186
O 4.2064 -0.1840 -1.9070
C 0.0718 -2.6300 1.0411
O -0.4448 -3.6447 1.2950
C -1.4608 -0.3730 -3.0402
H -2.3138 -0.3279 -2.3403
H -1.0446 0.6102 -3.3324
C -0.8267 -1.5146 -3.2893
H 0.1241 -1.5267 -3.8260
H -1.1694 -2.4422 -2.8468
C -0.4138 2.6536 2.6879
S -1.2844 1.4199 1.6907
C -2.1604 2.5185 0.5568
O -0.0859 0.7743 0.8245
H -1.0715 3.0756 3.4548
H -0.0317 3.4696 2.0720
H 0.4090 2.1524 3.2050
H -2.4951 3.4539 1.0416
H -1.5320 2.7488 -0.3144
H -3.0671 1.9863 0.2347
```

Results
Multiplicity ... 3
Total charge ... +3
HOMO energy (alpha / beta) ... -0.709 / -0.709 Ha
Calculated total energy ... -2169.208374 a.u.
Kohn-Sham gap (alpha / beta) ... 5.16 / 5.19 eV
Energy relative to the best compared isomer or geometry (same formula, charge and spin) ... 14.74 kJ/mol

Entry from the OMol25 dataset: a molecular structure, C5H9NO (wB97M-V/def2-TZVPD).

Geometry as XYZ:
```
16
C5H9NO | the OMol25 dataset | wB97M-V/def2-TZVPD
C -1.5442 -1.3368 -0.2521
C -0.6763 -0.2033 -0.7521
C -0.6016 1.8716 0.0595
C 0.8823 1.4830 -0.0713
C 0.6607 0.0048 -0.0977
N 1.2581 -0.9471 0.4963
O 2.4244 -0.5029 1.1146
H -2.5279 -1.3247 -0.7301
H -1.6743 -1.2784 0.8323
H -1.0613 -2.2940 -0.4753
H -0.5709 -0.2026 -1.8457
H -1.2371 0.8613 -0.6809
H -0.9049 1.5080 1.0633
H 1.4942 1.7933 0.7814
H 1.3305 1.8676 -0.9947
H 2.7483 -1.2999 1.5526
```

Results
HOMO energy ... -0.304 Ha
Calculated total energy ... -325.698663 a.u.
Kohn-Sham gap ... 8.72 eV
Energy relative to the best compared isomer or geometry (same formula, charge and spin) ... 627.21 kJ/mol